Formula: C43H54BBrFeN6O2PSi
Source: the Open Molecules 2025 dataset
Level of theory: the ωB97M-V functional and the def2-TZVPD basis

Calculated values
- 2S+1 = 5
- net charge = -1
- expectation value of S² = 6.2822
- lowest unoccupied orbital energy (alpha / beta) (eV) = 2.52 / 2.53

Last column: Mulliken charge in e.
Element x y z (Å)
Fe: -0.337 -0.330 0.493  0.6108
O: -0.091 3.405 2.935  -0.4246
C: -1.366 3.822 2.863  0.0430
C: -1.757 5.000 3.496  -0.7727
C: -3.079 5.411 3.432  -0.3972
C: -4.017 4.653 2.746  -0.8755
C: -3.617 3.493 2.097  -0.5554
C: -2.297 3.070 2.139  -0.3416
C: -1.851 1.838 1.364  1.7020
O: -0.791 1.122 1.893  -0.7594
N: -1.546 2.299 -0.021  -0.7900
N: -0.657 1.416 -0.643  1.4028
C: -0.032 1.841 -1.719  -1.1282
C: 0.943 1.094 -2.366  -0.0337
Br: 1.494 -0.467 -1.272  -0.5872
C: 1.559 1.198 -3.598  -1.2189
C: 1.091 1.900 -4.751  0.9709
C: 1.960 2.052 -5.859  -0.6961
C: 1.565 2.706 -7.006  -0.4982
C: 0.278 3.228 -7.118  -0.4723
C: -0.602 3.069 -6.053  -0.7808
C: -0.211 2.430 -4.892  -0.2288
H: -0.110 2.476 2.534  0.1008
H: -1.009 5.579 4.023  0.4397
H: -3.374 6.333 3.919  0.3564
H: -5.053 4.967 2.709  0.4024
H: -4.336 2.904 1.538  0.4744
H: -2.742 1.212 1.294  -0.4281
H: -1.184 3.250 -0.013  0.5997
H: -0.217 2.848 -2.094  0.7982
H: 2.491 0.656 -3.719  0.2139
H: 2.960 1.641 -5.787  0.3530
H: 2.263 2.816 -7.829  0.3526
H: -0.040 3.727 -8.024  0.3614
H: -1.614 3.449 -6.135  0.3696
H: -0.927 2.297 -4.091  0.3819
B: -2.866 -1.876 2.377  0.1577
N: -1.481 -2.545 2.206  -0.7172
C: -0.998 -3.458 3.040  -0.3749
C: 0.300 -3.778 2.666  -1.9107
C: 0.538 -3.003 1.549  -1.1538
N: -0.544 -2.252 1.263  1.1053
N: -3.286 -1.114 1.096  -0.3528
C: -4.471 -0.532 0.954  -0.4931
C: -4.474 0.203 -0.227  -1.3889
C: -3.219 0.008 -0.766  -0.4253
N: -2.489 -0.789 0.045  0.7657
H: -2.810 -1.078 3.282  -0.1087
H: -3.682 -2.740 2.587  -0.2442
H: -1.591 -3.821 3.863  0.4551
H: 0.959 -4.489 3.132  0.5289
H: 1.392 -2.974 0.903  1.0822
H: -5.232 -0.649 1.707  0.4519
H: -5.280 0.785 -0.637  0.5534
H: -2.807 0.397 -1.677  0.5066
C: 4.752 -0.360 2.840  -2.0176
C: 3.470 -0.953 2.227  1.1588
C: 3.881 -1.631 0.914  -1.3804
P: 1.926 0.141 2.067  0.8131
C: 1.507 0.372 3.900  0.8296
C: 0.456 -0.671 4.281  -1.3529
C: 2.606 0.363 4.964  -1.9833
C: 2.593 1.845 1.567  1.5792
C: 3.653 1.807 0.461  -1.4829
C: 3.098 2.776 2.673  -1.9476
H: 5.270 -1.123 3.428  0.3767
H: 4.574 0.492 3.486  0.3190
H: 5.433 -0.041 2.051  0.4706
H: 3.093 -1.737 2.897  0.6210
H: 4.226 -0.896 0.187  0.2121
H: 3.080 -2.194 0.443  0.0451
H: 4.703 -2.326 1.110  0.5149
H: 1.022 1.345 3.947  0.3153
H: 0.871 -1.681 4.240  0.3163
H: -0.395 -0.606 3.609  -0.0618
H: 0.101 -0.498 5.301  0.5008
H: 3.168 -0.572 4.968  0.3374
H: 2.126 0.463 5.942  0.4757
H: 3.297 1.197 4.860  0.3284
H: 1.697 2.302 1.132  -0.1593
H: 4.612 1.464 0.849  0.2525
H: 3.797 2.819 0.072  0.4903
H: 3.367 1.175 -0.374  0.0755
H: 4.076 2.461 3.044  0.3507
H: 2.409 2.856 3.506  0.3805
H: 3.213 3.779 2.254  0.5187
C: -3.365 -1.803 -4.990  -0.6184
C: -2.218 -1.064 -4.739  -1.1647
C: -1.602 -1.128 -3.496  0.3916
C: -2.101 -1.934 -2.469  0.0741
C: -3.263 -2.657 -2.743  -0.9321
C: -3.892 -2.595 -3.979  -0.8146
Si: -1.290 -2.221 -0.730  3.2034
C: 0.020 -3.506 -1.424  0.4436
C: 0.189 -4.747 -0.804  -0.5877
C: 1.071 -5.704 -1.289  -0.7345
C: 1.810 -5.454 -2.434  -0.6552
C: 1.610 -4.261 -3.113  -0.8296
C: 0.721 -3.317 -2.619  -0.3121
H: -3.843 -1.762 -5.961  0.3735
H: -1.794 -0.430 -5.510  0.5719
H: -0.727 -0.507 -3.328  0.5517
H: -3.695 -3.280 -1.967  0.3495
H: -4.797 -3.167 -4.151  0.3919
H: -2.256 -3.252 -0.233  -0.7531
H: -0.387 -4.975 0.086  0.2795
H: 1.175 -6.653 -0.774  0.3934
H: 2.520 -6.185 -2.802  0.3873
H: 2.146 -4.063 -4.034  0.4230
H: 0.580 -2.410 -3.188  0.2894



Formula: C15H28N6O8P2STi
Source: the Open Molecules 2025 dataset
Level of theory: the ωB97M-V functional and the def2-TZVPD basis

Calculated values
- 2S+1 = 2
- net charge = +1
- expectation value of S² = 0.7538
- lowest unoccupied orbital energy (alpha / beta) (eV) = -2.41 / -2.44

Last column: Mulliken charge in e.
Element x y z (Å)
Ti: 0.292 -0.773 0.421  0.5514
O: 3.469 1.788 0.361  -0.6459
P: 2.940 0.332 0.779  0.8549
O: 3.824 -0.182 1.847  -0.8506
O: 1.468 0.585 1.179  0.2121
O: 2.993 -0.501 -0.596  -0.3594
P: 1.952 -0.598 -1.899  1.0732
O: 1.452 0.933 -1.861  -0.4822
O: 2.661 -0.960 -3.116  -0.7309
O: 0.772 -1.452 -1.403  -0.5773
H: 3.746 1.874 -0.558  0.3641
H: 1.382 1.291 -2.755  0.3061
C: 3.268 -4.874 -0.776  -1.1243
N: 2.290 -3.951 -0.231  -0.0679
C: 2.494 -3.121 0.802  0.4451
N: 3.622 -3.226 1.526  -0.3798
O: 1.637 -2.257 1.103  -0.2628
H: 2.997 -5.096 -1.805  0.3549
H: 3.303 -5.809 -0.216  0.3210
H: 4.261 -4.423 -0.798  0.3691
H: 1.448 -3.764 -0.750  0.2582
H: 4.357 -3.855 1.261  0.1986
H: 3.850 -2.422 2.090  0.2126
C: -1.057 -1.620 1.807  -1.3995
H: -1.881 -0.978 2.135  0.4091
H: -0.539 -1.997 2.694  0.3582
H: -1.505 -2.495 1.316  0.3463
S: -5.045 2.603 -1.469  -0.1762
C: -3.559 1.733 -1.087  0.7347
C: -3.251 0.482 -1.617  -0.8979
C: -2.093 -0.147 -1.216  -0.4466
N: -1.243 0.399 -0.333  0.3334
C: -1.534 1.602 0.173  -0.3507
C: -2.674 2.299 -0.174  -1.0111
C: -5.362 2.005 -3.112  -0.0529
C: -4.550 2.371 -4.177  0.0139
C: -4.860 1.882 -5.436  -0.3472
N: -5.900 1.088 -5.684  -0.5561
C: -6.677 0.759 -4.659  -0.3297
C: -6.453 1.186 -3.355  -0.0678
H: -3.901 -0.002 -2.332  0.4572
H: -1.827 -1.117 -1.617  0.5461
H: -0.825 2.023 0.877  0.5056
H: -2.859 3.272 0.260  0.4560
H: -3.700 3.024 -4.031  0.4159
H: -4.246 2.148 -6.289  0.3672
H: -7.521 0.116 -4.881  0.3707
H: -7.113 0.886 -2.552  0.3998
N: 3.946 1.176 3.802  -0.1712
C: 2.519 1.109 4.293  -0.5394
C: 1.615 2.170 3.645  -0.5192
N: 0.236 1.731 3.594  -0.4855
H: 4.577 0.695 4.441  0.3999
H: 4.268 2.139 3.702  0.3644
H: 4.036 0.695 2.888  0.2039
H: 2.562 1.216 5.376  0.4693
H: 2.184 0.105 4.042  0.2274
H: 1.958 2.375 2.628  0.2670
H: 1.682 3.106 4.205  0.4262
H: -0.123 1.520 4.516  0.2739
H: 0.236 0.903 3.019  -0.0355



Formula: C13H22S
Source: the Open Molecules 2025 dataset
Level of theory: the ωB97M-V functional and the def2-TZVPD basis

Calculated values
- 2S+1 = 3
- expectation value of S² = 2.0198
- lowest unoccupied orbital energy (alpha / beta) (eV) = 0.64 / -1.28

Last column: Mulliken charge in e.
Element x y z (Å)
C: 1.146 -1.411 1.141  -0.5936
C: -0.291 3.256 -0.164  0.4932
C: 0.543 2.540 -0.727  0.2379
C: -2.235 3.464 1.416  -0.6645
C: 2.560 -0.600 -1.026  -0.8150
C: -1.230 3.943 0.738  -0.7138
C: 0.292 -2.406 0.909  -1.0898
C: 1.640 2.537 -1.809  -0.7988
C: -1.878 -1.158 0.319  -1.1366
C: -1.680 -3.696 0.044  -1.9270
C: -0.412 -2.182 -1.521  -1.9855
C: 1.569 1.231 1.357  -1.3225
C: -0.954 -2.329 -0.065  2.4240
S: 1.323 0.010 -0.071  0.4661
H: 1.903 -1.355 1.940  0.4311
H: -2.944 4.040 1.870  0.3335
H: -2.307 2.411 1.689  0.2153
H: 2.549 -0.511 -2.100  0.4034
H: 3.603 -0.760 -0.532  0.2004
H: -1.222 5.047 0.468  0.2034
H: 0.221 -3.108 1.734  0.2214
H: 2.117 1.630 -1.854  0.1058
H: 2.394 3.346 -1.590  0.2569
H: 1.111 2.815 -2.679  0.3516
H: -2.737 -1.421 0.986  0.3342
H: -2.227 -0.562 -0.494  0.2990
H: -1.161 -0.425 0.796  0.1010
H: -2.498 -3.869 -0.661  0.4243
H: -1.064 -4.448 -0.348  0.5222
H: -2.062 -3.909 1.108  0.3591
H: -0.235 -1.179 -1.770  0.4202
H: -1.248 -2.461 -2.185  0.4786
H: 0.491 -2.722 -1.597  0.4134
H: 2.040 2.109 0.938  0.4249
H: 0.595 1.275 1.723  0.3399
H: 2.285 0.855 2.015  0.5862



Record-wise electronic energy values, in Ha: -6643.408117, -3449.412627, -906.303492